# 1
Density functional theory data (ωB97M-V/def2-TZVPD) for C40H99F9N6NbO8S as an isolated structure.

```
! RIJCOSX wB97M-V def2-TZVPD def2/J DEFGRID3
* xyz -1 1
C 1.8568 -0.1371 1.5902
O 2.5657 0.6051 0.5201
C 1.6418 0.6844 -0.6324
C 0.7217 2.0361 -0.4139
C -0.8862 1.7954 -0.8049
C -1.8056 1.8828 0.5521
C -3.4423 1.9735 0.2407
C -4.2980 2.2316 1.6543
C -4.8952 3.7660 1.5244
C -6.1100 4.1131 2.5688
C -7.4146 3.1257 2.4752
Nb -8.0410 2.5344 0.3665
O -9.1000 0.9001 1.2290
C -8.6485 1.9711 -1.7693
C -9.0566 0.3963 -1.9717
C -7.7508 -0.5888 -2.3187
C -6.8810 -0.9694 -0.9823
C -6.4338 -2.5809 -0.9194
F -7.7014 -3.3283 -0.7255
F -5.8215 -2.8439 -2.2758
C -5.3629 -2.6920 0.3131
F -5.7260 -1.7958 1.4701
F -4.0590 -2.1443 -0.2192
S -5.0043 -4.4167 0.9303
F -3.3559 -4.2184 0.4108
F -5.4308 -5.1812 -0.5407
F -6.5484 -4.6295 1.6415
F -4.5000 -3.6942 2.4400
F -4.5495 -5.9608 1.5435
H 1.9277 -1.3107 1.4459
H 0.7084 0.1100 1.6628
H 2.3577 0.1742 2.6150
H 0.9695 -0.2792 -0.5892
H 2.2121 0.6753 -1.6703
H 0.8563 2.3645 0.7152
H 1.1788 2.9046 -1.0671
H -0.9295 0.6935 -1.2610
H -1.1731 2.5809 -1.6328
H -1.5613 0.9580 1.2583
H -1.5404 2.8991 1.1180
H -3.8194 1.0330 -0.3533
H -3.5497 2.8929 -0.5131
H -5.1536 1.4125 1.8004
H -3.5834 2.0858 2.5971
H -5.1499 4.0602 0.3973
H -3.9884 4.4842 1.8192
H -6.3769 5.2747 2.5148
H -5.6594 3.9647 3.6642
H -8.3283 3.7390 2.9377
H -7.3335 2.1496 3.1550
H -6.5309 1.5704 0.1176
H -7.2075 4.0089 -0.3659
H -9.5757 3.5475 0.4424
H -9.7272 1.3519 1.8872
H -7.6850 2.1604 -2.4438
H -9.5733 2.6077 -2.1679
H -9.7270 0.3530 -2.9585
H -9.7330 -0.0509 -1.1177
H -8.0831 -1.5847 -2.8466
H -7.0051 -0.0097 -3.0472
H -7.5252 -0.7593 -0.0276
H -5.8860 -0.3535 -0.9762
C -0.7238 -8.4024 4.6382
C -1.4691 -7.6451 3.5425
C -0.7464 -6.3633 3.0676
O -0.8341 -5.2624 3.9768
C 0.0656 -5.3316 5.0728
N -2.8323 -7.3500 4.0095
H -0.8359 -7.9424 5.6242
H -1.1139 -9.4232 4.7246
H 0.3447 -8.4735 4.4120
H -1.5424 -8.3183 2.6790
H -1.2308 -6.0246 2.1448
H 0.3010 -6.5666 2.8092
H 1.0220 -5.7844 4.7948
H -0.3939 -5.8793 5.8974
H 0.2538 -4.3129 5.4234
H -3.3616 -6.9432 3.2372
H -2.7640 -6.5833 4.6858
C 2.4625 -1.8011 -6.9942
C 1.1570 -1.9371 -6.2153
C 0.6786 -0.6189 -5.5642
O 1.4099 -0.2355 -4.3961
C 2.6610 0.3808 -4.6614
N 1.3077 -3.0050 -5.2152
H 3.3430 -1.7711 -6.3459
H 2.5961 -2.6606 -7.6613
H 2.4608 -0.8981 -7.6128
H 0.3857 -2.2469 -6.9318
H -0.3559 -0.7621 -5.2322
H 0.6576 0.2026 -6.2921
H 2.6340 1.0003 -5.5628
H 3.4408 -0.3788 -4.7402
H 2.9132 1.0192 -3.8100
H 0.4024 -3.1687 -4.7726
H 1.8843 -2.6320 -4.4547
C 8.9705 1.7081 -3.6833
C 8.1536 1.1713 -4.8555
C 6.6467 1.5072 -4.7715
O 5.9173 0.7245 -3.8218
C 6.0600 1.1505 -2.4752
N 8.3742 -0.2787 -4.9659
H 8.8600 1.1056 -2.7771
H 10.0380 1.7027 -3.9326
H 8.6904 2.7393 -3.4463
H 8.5445 1.6462 -5.7643
H 6.1964 1.2858 -5.7457
H 6.4845 2.5782 -4.5933
H 6.1459 2.2381 -2.3923
H 6.9224 0.6608 -2.0194
H 5.1732 0.8301 -1.9211
H 7.9164 -0.6155 -5.8140
H 7.8447 -0.7265 -4.2116
C 14.9705 3.7895 -1.3045
C 14.1536 3.2527 -2.4767
C 12.6467 3.5886 -2.3927
O 11.9173 2.8059 -1.4431
C 12.0600 3.2319 -0.0964
N 14.3742 1.8027 -2.5872
H 14.8600 3.1871 -0.3983
H 16.0380 3.7841 -1.5538
H 14.6904 4.8207 -1.0676
H 14.5445 3.7276 -3.3855
H 12.1964 3.3673 -3.3670
H 12.4845 4.6596 -2.2145
H 12.1459 4.3195 -0.0136
H 12.9224 2.7423 0.3594
H 11.1732 2.9115 0.4577
H 13.9164 1.4660 -3.4352
H 13.8447 1.3549 -1.8328
C 8.5747 2.4010 1.2336
C 7.0546 2.4443 1.3636
C 6.5442 3.5023 2.3689
O 6.7154 3.1447 3.7434
C 8.0294 3.3424 4.2433
N 6.5670 1.0997 1.7067
H 9.0578 1.8812 2.0660
H 8.8611 1.8631 0.3223
H 8.9942 3.4099 1.1690
H 6.6548 2.7108 0.3770
H 5.4636 3.6123 2.2240
H 6.9837 4.4884 2.1701
H 8.5110 4.2213 3.8043
H 8.6313 2.4483 4.0717
H 7.9636 3.4879 5.3252
H 5.5465 1.1064 1.6844
H 6.7859 0.9385 2.6947
C -12.4238 -2.8823 4.2471
C -13.1691 -2.1250 3.1513
C -12.4464 -0.8432 2.6765
O -12.5341 0.2577 3.5857
C -11.6344 0.1885 4.6817
N -14.5323 -1.8299 3.6184
H -12.5359 -2.4223 5.2331
H -12.8139 -3.9031 4.3335
H -11.3553 -2.9534 4.0209
H -13.2424 -2.7982 2.2878
H -12.9308 -0.5045 1.7537
H -11.3990 -1.0465 2.4180
H -10.6780 -0.2643 4.4036
H -12.0939 -0.3592 5.5063
H -11.4462 1.2072 5.0323
H -15.0616 -1.4231 2.8461
H -14.4640 -1.0632 4.2947
*
```

Maximum force   5.49 eV/Å
Frontier orbital gap   4.2 eV

---

# 2
Density functional theory data (ωB97M-V/def2-TZVPD) for C41H101Br3N4O4 as an isolated structure.

```
! RIJCOSX wB97M-V def2-TZVPD def2/J DEFGRID3
* xyz 0 1
C 0.1620 -25.2935 -21.4056
Br 1.8336 -26.1163 -20.8369
Br 0.2196 -24.6914 -23.2380
Br -0.2351 -23.7730 -20.2701
H -0.5976 -26.0455 -21.2525
C 7.5743 -22.8799 -26.7741
C 6.5739 -22.7506 -27.9327
C 7.2050 -22.7870 -29.3074
C 6.1799 -22.8030 -30.4418
C 6.8061 -22.8129 -31.8297
C 7.2946 -24.1946 -32.2854
H 8.3776 -22.1437 -26.8282
H 8.0343 -23.8635 -26.9537
H 7.1221 -22.8683 -25.7838
H 5.7279 -23.4303 -27.8033
H 6.0940 -21.8084 -27.6169
H 7.7941 -23.7071 -29.3931
H 7.9391 -21.9860 -29.4216
H 5.4643 -23.6281 -30.4336
H 5.6061 -21.8717 -30.3806
H 6.0225 -22.5274 -32.5408
H 7.6009 -22.0829 -31.9955
H 7.8562 -24.7189 -31.5073
H 6.4880 -24.9082 -32.4952
H 7.8429 -24.1448 -33.2263
C 10.8551 -24.4725 -17.5011
C 10.6932 -24.5513 -19.0052
C 9.2425 -24.6913 -19.4865
C 8.4617 -23.3703 -19.3157
C 7.0360 -23.5151 -19.8630
C 6.0194 -24.1815 -18.9563
H 11.8826 -24.6702 -17.1911
H 10.3014 -25.3153 -17.0630
H 10.4862 -23.5751 -17.0101
H 11.0413 -23.5961 -19.4180
H 11.3207 -25.3191 -19.4589
H 8.6781 -25.4638 -18.9605
H 9.1915 -24.8531 -20.5663
H 8.3230 -23.1484 -18.2502
H 8.9997 -22.5413 -19.7747
H 6.7005 -22.4962 -20.0999
H 7.0408 -23.9630 -20.8616
H 5.0901 -24.4042 -19.4824
H 6.3331 -25.1751 -18.6165
H 5.8247 -23.5824 -18.0659
C 2.6550 -21.3823 -21.3027
C 2.9565 -22.3280 -22.4580
C 4.2268 -23.1282 -22.2477
C 4.5361 -24.0842 -23.3956
C 5.9389 -24.7164 -23.2835
C 6.3031 -25.5581 -24.5062
H 2.7256 -21.9954 -20.3917
H 1.6103 -21.0801 -21.2092
H 3.3418 -20.5429 -21.2089
H 2.0842 -22.9758 -22.6182
H 2.9663 -21.7907 -23.4156
H 4.1994 -23.5773 -21.2543
H 5.0516 -22.4025 -22.2235
H 3.8684 -24.9528 -23.3578
H 4.4058 -23.5669 -24.3484
H 6.6653 -23.9008 -23.1863
H 5.9365 -25.2353 -22.3227
H 5.8435 -25.1075 -25.3904
H 7.3814 -25.6020 -24.6581
H 5.8654 -26.5527 -24.4278
C 7.7176 -16.2624 -27.8110
C 8.1446 -16.3062 -26.3280
C 7.0602 -16.8655 -25.4192
C 7.5644 -16.9879 -23.9823
C 6.5982 -17.7822 -23.0893
C 6.7997 -19.2880 -23.1787
H 6.9210 -15.5419 -27.9771
H 7.3180 -17.2493 -28.0831
H 8.5710 -16.2184 -28.4880
H 9.0462 -16.9196 -26.2474
H 8.4711 -15.2944 -26.0687
H 6.8171 -17.8556 -25.8154
H 6.1968 -16.2005 -25.4520
H 8.5670 -17.3802 -23.7974
H 7.5946 -15.9557 -23.6121
H 6.6961 -17.4567 -22.0508
H 5.5665 -17.5593 -23.3821
H 7.8453 -19.5125 -22.9574
H 6.1481 -19.8186 -22.4802
H 6.5329 -19.7109 -24.1505
C 4.1966 -27.7799 -27.1316
C 5.6422 -27.7718 -27.6275
C 5.9311 -26.3933 -28.2787
O 7.2826 -26.0352 -28.3949
C 8.0111 -26.8465 -29.2751
N 6.5357 -28.0462 -26.4912
H 3.5508 -27.3929 -27.9255
H 4.1115 -27.2039 -26.2107
H 3.8845 -28.8000 -26.9086
H 5.7319 -28.5355 -28.4033
H 5.4210 -25.5977 -27.7333
H 5.4936 -26.4203 -29.2896
H 8.3855 -27.7523 -28.7885
H 8.9022 -26.3429 -29.6619
H 7.4746 -27.0925 -30.2007
H 6.7582 -27.1521 -26.0706
H 7.4167 -28.3544 -26.8989
C 11.0165 -26.1080 -27.3276
C 9.9771 -26.4302 -26.2379
C 10.2105 -27.8508 -25.7544
O 9.7042 -28.7521 -26.7216
C 9.7417 -30.0878 -26.3318
N 10.2102 -25.4579 -25.1574
H 11.0405 -26.8397 -28.1408
H 12.0301 -26.0601 -26.9392
H 10.6432 -25.1914 -27.7934
H 8.9580 -26.3558 -26.6297
H 9.6421 -28.0154 -24.8255
H 11.2869 -27.9951 -25.6147
H 9.0448 -30.3531 -25.5234
H 10.7250 -30.4394 -26.0004
H 9.4216 -30.7333 -27.1512
H 9.8362 -24.5533 -25.4179
H 9.6994 -25.7837 -24.3402
C 7.1322 -28.0708 -20.6654
C 7.3902 -29.1815 -21.6892
C 6.6622 -28.9781 -23.0242
O 5.3047 -28.5867 -22.8278
C 4.4945 -29.5965 -22.2952
N 8.7943 -29.5016 -21.8916
H 6.8928 -27.1788 -21.2616
H 8.0202 -27.7979 -20.0989
H 6.2892 -28.2476 -19.9987
H 6.8793 -30.1085 -21.3962
H 6.6206 -29.9075 -23.6047
H 7.1004 -28.2430 -23.7057
H 3.4391 -29.3703 -22.4855
H 4.6527 -29.7570 -21.2290
H 4.5475 -30.5284 -22.8811
H 9.2536 -28.7167 -22.3425
H 9.2596 -29.6991 -21.0182
C 4.1872 -17.7946 -15.9018
C 3.0049 -18.7563 -16.0109
C 3.4119 -20.1436 -16.5393
O 2.3214 -21.0145 -16.3861
C 2.4861 -22.2516 -17.0296
N 2.3600 -18.8675 -14.6796
H 5.0446 -18.0344 -16.5386
H 4.5615 -17.8222 -14.8778
H 3.9362 -16.7657 -16.1551
H 2.2771 -18.3443 -16.7116
H 4.2996 -20.5419 -16.0320
H 3.6629 -20.0135 -17.6016
H 2.8093 -22.0716 -18.0685
H 1.5173 -22.7333 -17.1288
H 3.2870 -22.8744 -16.6185
H 1.9227 -19.7918 -14.6886
H 3.0790 -19.0259 -13.9734
*
```

Maximum force   2.36 eV/Å
Energy above the lowest of the compared OMol25 structures with the same formula, charge and spin   0.0 kcal/mol
Frontier orbital gap   8.9 eV